Run one
The following is a DFT calculation (wB97M-V/def2-TZVPD) of a cluster of 2 separate species, CH2BrO2S in total.

The value obtained for the LUMO energy (spin up / spin down) is 0.11041 / 0.12771 hartree. Its frontier orbital gap (spin up / spin down) is 5.844 / 7.117 eV. As for the total charge: -1. The calculation puts the highest occupied orbital energy (spin up / spin down) at -2.8398 / -3.6416 eV.

Cartesian coordinates (Å):
H1 -0.084 -0.798 1.227
Br1 1.173 -1.876 -0.382
C1 0.014 -0.612 0.189
S1 0.700 1.100 0.204
H2 -2.899 -1.236 -0.821
O1 -0.411 1.935 0.504
O2 1.508 1.488 -0.922

---

Run two
The following is a DFT calculation (wB97M-V/def2-TZVPD) of the ion CH2BrO2S with charge -1.

The value obtained for the LUMO energy is 0.12476 hartree. Its frontier orbital gap is 7.334 eV. As for the total charge: -1. The calculation puts the highest occupied orbital energy at -3.9395 eV.

Cartesian coordinates (Å):
H1 0.559 1.175 0.157
O1 1.887 -1.236 0.387
C1 0.135 0.315 0.663
H2 -0.070 -0.513 0.021
O2 2.549 0.464 2.028
S1 1.583 -0.537 1.699
Br1 -1.816 0.972 1.546

---

In hartree, relative to the most stable structure: run one 0.1530; run two 0.0000.

---

Run one
The following is a DFT calculation (wB97M-V/def2-TZVPD) of the molecule C6H10FN.

As for the SMILES: CN1CC[C@H]2[C@@H](F)[C@H]21. The value obtained for the LUMO energy is 0.04106 hartree. Its frontier orbital gap is 9.313 eV. The calculation puts the highest occupied orbital energy at -8.1956 eV.

Cartesian coordinates (Å):
H1 -0.616 2.570 1.488
H2 -1.210 -2.117 -1.133
C1 0.466 -1.357 0.110
C2 -1.483 -0.065 -0.487
H3 -1.929 1.253 1.864
H4 2.602 -0.719 0.597
C3 0.395 -0.062 0.901
C4 -1.345 1.815 1.095
H5 -2.049 2.401 0.493
H6 -0.138 -0.970 -1.930
H7 -1.994 0.543 -1.234
F1 1.803 0.247 -1.053
H8 0.495 -2.269 0.688
H9 -2.257 -0.469 0.158
H10 0.415 -0.119 1.981
N1 -0.585 0.832 0.271
C5 -0.594 -1.237 -0.980
C6 1.654 -0.453 0.130

---

Run two
The following is a DFT calculation (wB97M-V/def2-TZVPD) of the molecule C6H10FN.

As for the SMILES: N[C@@H]1CC[C@@H]2[C@H](F)[C@@H]21. The value obtained for the LUMO energy is 0.03139 hartree. Its frontier orbital gap is 10.032 eV. The calculation puts the highest occupied orbital energy at -9.1780 eV.

Cartesian coordinates (Å):
C1 -1.318 -1.339 0.058
H1 0.680 0.598 1.802
C2 -1.416 0.138 -0.430
H2 3.139 -0.524 -0.059
H3 1.685 -1.837 -0.472
C3 1.062 -0.084 -0.246
H4 -2.137 0.548 -1.102
H5 -1.314 1.807 1.170
C4 -0.234 -0.780 -0.716
H6 -2.237 -2.093 -0.062
H7 -0.982 2.137 -0.446
C5 0.570 0.978 0.823
H8 -0.373 -0.886 -1.867
C6 -0.826 1.331 0.353
H9 1.077 1.975 0.786
F1 -0.811 -1.423 1.324
H10 1.394 0.405 -1.159
N1 2.041 -0.948 0.244

---

In hartree, relative to the most stable structure: run one 0.0000; run two 0.0915.